[1]
The following is a DFT calculation (the ωB97M-V functional and the def2-TZVPD basis) of a structure of composition C49H60F5MnN8O4P2S2.

The geometry in XYZ format:
```
131
Properties=species:S:1:pos:R:3:forces:R:3
Mn 0.4264 0.4338 1.2183 1.21 -1.00 0.96
C -2.1207 0.1585 -4.3384 -0.56 0.34 -0.02
P -1.5064 0.3138 -2.5751 -0.09 -0.26 -0.48
C 0.1434 -0.4384 -2.8828 -0.28 0.01 0.29
C 0.5783 -1.6455 -2.3563 -0.02 -0.01 -0.17
C 1.8588 -2.1002 -2.6236 0.09 -0.04 0.02
C 2.7126 -1.3532 -3.4161 0.10 -0.14 -0.02
C 2.2841 -0.1462 -3.9457 0.06 0.00 -0.02
C 1.0147 0.3176 -3.6665 -0.10 -0.08 0.11
C -2.5091 -1.0278 -1.8121 0.27 0.25 0.08
C -3.2559 -0.7134 -0.6803 0.07 -0.06 -0.13
C -4.0812 -1.6576 -0.0944 -0.04 -0.01 0.10
C -4.1664 -2.9296 -0.6318 0.02 -0.04 0.17
C -3.4081 -3.2591 -1.7437 0.08 -0.22 -0.12
C -2.5866 -2.3154 -2.3349 0.03 0.04 0.07
P -3.2246 1.5981 -4.7504 0.74 0.88 -0.02
C -4.2752 0.9551 -6.0799 -0.08 -0.15 0.14
C -5.6000 1.3904 -6.1500 0.24 -0.18 0.00
C -6.4410 0.8849 -7.1215 0.00 0.00 -0.22
C -5.9586 -0.0256 -8.0526 0.04 -0.05 0.05
C -4.6288 -0.4209 -8.0159 -0.16 0.02 -0.22
C -3.7801 0.0797 -7.0471 -0.14 0.14 0.36
C -4.3528 1.5940 -3.3110 0.12 -0.34 -0.35
C -4.3579 2.6964 -2.4652 0.04 -0.08 -0.08
C -5.2015 2.7211 -1.3674 -0.03 0.03 0.11
C -6.0217 1.6365 -1.1026 0.01 0.04 0.08
C -6.0052 0.5311 -1.9384 -0.18 -0.11 -0.02
C -5.1824 0.5083 -3.0476 -0.08 0.22 0.22
H -2.6913 -0.7622 -4.4814 0.26 -0.14 0.07
H -1.2714 0.1794 -5.0261 -0.11 -0.06 0.14
H -0.0937 -2.2415 -1.7592 -0.02 -0.04 0.00
H 2.1892 -3.0422 -2.2107 0.07 -0.16 0.01
H 3.7119 -1.7021 -3.6269 0.10 -0.10 -0.03
H 2.9451 0.4295 -4.5740 0.10 0.11 -0.09
H 0.6863 1.2717 -4.0577 0.00 0.12 -0.10
H -3.2094 0.2880 -0.2700 -0.05 0.09 -0.04
H -4.6731 -1.4096 0.7735 -0.08 0.11 0.09
H -4.8230 -3.6631 -0.1890 -0.08 -0.07 0.04
H -3.4727 -4.2520 -2.1638 -0.04 -0.11 -0.08
H -2.0026 -2.5843 -3.2038 0.00 0.00 -0.12
H -5.9633 2.1112 -5.4305 -0.11 -0.01 0.05
H -7.4716 1.2022 -7.1597 -0.11 0.05 -0.03
H -6.6152 -0.4233 -8.8117 -0.06 -0.03 -0.05
H -4.2546 -1.1197 -8.7492 0.03 -0.03 -0.08
H -2.7397 -0.2130 -7.0364 0.07 -0.11 0.02
H -3.7088 3.5347 -2.6791 0.02 0.06 -0.06
H -5.2307 3.5974 -0.7359 -0.06 0.08 0.06
H -6.6849 1.6560 -0.2514 -0.12 0.01 0.10
H -6.6452 -0.3114 -1.7298 -0.12 -0.11 0.04
H -5.1898 -0.3471 -3.7077 0.01 -0.08 -0.10
C 7.9849 2.4982 0.7508 -0.18 0.13 -0.12
C 7.7490 1.7398 2.0389 -0.63 0.06 0.16
S 5.9781 1.7764 2.4329 0.02 -0.55 0.66
O 5.4557 3.1098 2.3175 0.54 0.52 0.06
O 5.2477 0.7668 1.6974 0.28 -0.40 -0.09
C 5.8662 1.2816 4.2150 0.12 0.20 -0.90
C 4.6596 1.9496 4.8565 0.54 0.12 0.44
N 3.5009 1.9646 3.9832 -0.63 0.21 -0.24
C 2.7902 0.9069 3.5503 -0.36 -0.21 0.00
N 1.8040 1.2855 2.7388 -0.25 -0.03 -0.29
C 1.9120 2.6357 2.6084 0.53 0.90 0.48
C 2.9607 3.0733 3.3725 -1.08 -0.76 -0.72
N 3.3876 4.4309 3.5038 -0.29 0.02 0.11
O 2.9286 5.1920 2.6918 -0.09 0.30 -0.33
O 4.1062 4.7185 4.4302 0.33 0.31 0.36
C 3.0645 -0.5040 3.8887 0.14 0.05 -0.14
H 9.0515 2.6163 0.5723 0.00 -0.06 0.02
H 7.5311 3.4837 0.8285 0.08 0.09 -0.11
H 7.5413 1.9738 -0.0919 0.02 -0.01 -0.11
H 8.2414 2.2166 2.8836 0.05 0.01 0.09
H 8.0326 0.6929 1.9745 -0.01 -0.12 0.10
H 6.7770 1.5993 4.7122 0.08 0.01 0.12
H 5.8040 0.1995 4.2221 0.10 -0.16 -0.05
H 4.9004 2.9913 5.0807 -0.18 -0.37 0.00
H 4.3860 1.4491 5.7906 0.11 0.03 -0.12
H 1.2432 3.2336 2.0148 0.02 0.07 -0.05
H 3.3985 -0.6162 4.9176 -0.05 -0.11 0.07
H 3.8464 -0.8608 3.2182 0.09 -0.14 0.00
H 2.1580 -1.0851 3.7174 0.05 -0.05 0.14
C -0.3699 -6.4329 0.9541 0.12 0.08 -0.20
C 0.0849 -5.4807 -0.1467 0.14 -0.61 0.22
N -0.2706 -4.1121 0.1704 -0.01 0.47 0.18
C 0.4133 -3.1334 0.7421 0.21 0.27 -0.13
S -0.5218 -1.6856 0.9300 -0.57 0.54 0.15
N 1.6502 -3.1456 1.1981 0.23 0.24 0.08
C 2.6390 -4.2119 1.2770 0.38 -0.39 -0.06
C 3.6981 -3.8532 2.3075 -0.18 -0.08 -0.14
H -0.0363 -7.4384 0.7192 -0.01 -0.17 0.04
H -1.4538 -6.4387 1.0352 -0.10 -0.02 0.02
H 0.0403 -6.1392 1.9190 0.06 -0.02 0.06
H -0.4109 -5.7322 -1.0879 0.12 0.10 0.06
H 1.1577 -5.5503 -0.3082 -0.05 0.03 -0.09
H -1.2488 -3.8836 0.0355 -0.02 0.10 -0.20
H 2.0026 -2.2302 1.4719 -0.18 -0.38 -0.18
H 3.1249 -4.3481 0.3053 -0.15 -0.07 0.03
H 2.1514 -5.1403 1.5753 -0.03 0.05 -0.11
H 4.2480 -2.9708 1.9972 0.11 0.15 -0.01
H 4.4023 -4.6743 2.3992 0.08 -0.05 0.01
H 3.2473 -3.6823 3.2808 -0.05 0.02 0.16
F 3.6620 -1.3542 0.2050 0.09 0.09 -0.04
C 3.2894 -0.1616 -0.3001 -0.51 -0.15 0.29
C 2.0392 0.3546 0.0288 0.65 0.87 -1.02
C 1.7797 1.5884 -0.5674 0.16 -0.29 0.00
F 0.5219 2.1188 -0.2560 0.27 0.07 0.02
C 2.6342 2.3110 -1.3762 -0.04 0.13 0.07
F 2.3006 3.5074 -1.8576 0.07 -0.40 0.09
C 3.8703 1.7363 -1.6640 0.04 0.07 0.13
F 4.7428 2.3800 -2.4319 -0.27 -0.23 0.16
C 4.1884 0.4886 -1.1386 -0.11 0.07 0.07
F 5.3575 -0.0745 -1.4420 -0.31 0.13 0.14
C -1.2329 -0.4948 4.0767 0.04 -0.26 -0.31
N -2.0641 0.6864 4.0147 0.15 0.26 -0.44
C -2.2100 1.3692 5.2891 -0.15 0.15 0.31
C -2.1482 1.3526 2.8316 -0.89 0.24 0.86
N -1.2883 1.1014 1.8643 -0.01 0.40 -0.98
N -3.1416 2.2573 2.6652 0.74 -0.38 0.03
C -4.3814 2.2675 3.4128 -0.32 -0.05 0.23
C -3.0998 3.1991 1.5649 0.16 0.17 -0.27
H -1.4047 -0.9923 5.0286 0.03 0.03 0.02
H -0.1631 -0.2446 3.9821 -0.15 -0.10 0.13
H -1.5175 -1.1741 3.2733 0.14 0.01 0.18
H -1.2520 1.3484 5.8155 -0.03 0.05 -0.02
H -2.9512 0.8597 5.9064 0.01 0.07 0.05
H -2.5040 2.4064 5.1590 0.00 -0.02 -0.03
H -1.5970 1.5302 0.9876 -0.29 -0.03 0.16
H -4.4645 1.3970 4.0530 0.01 -0.05 0.01
H -5.2166 2.2590 2.7101 0.03 -0.04 0.00
H -4.4600 3.1740 4.0152 -0.02 -0.04 0.06
H -3.4359 2.7583 0.6201 0.00 -0.01 0.05
H -2.0920 3.5960 1.4447 0.00 0.06 -0.05
H -3.7625 4.0277 1.8059 0.04 0.02 -0.04
```
Positions in Å, forces in eV/Å.

Output
Spin multiplicity   5
⟨S²⟩   6.171
Kohn-Sham gap (alpha / beta)   4.04 / 5.64 eV
Energy above the lowest of the compared OMol25 structures with the same formula, charge and spin   1.990 eV
Total charge   +2
LUMO energy (alpha / beta)   -7.2 / -5.6 eV

Atomic partial charges in e from the Mulliken method, atoms 1 to 8: -0.619, -1.178, -0.291, 0.857, -0.160, -0.665, -0.816, -1.022

---

[2]
The following is a DFT calculation (the ωB97M-V functional and the def2-TZVPD basis) of a cluster of 2 separate species, C11H18FNO9PS2 in total.

The geometry in XYZ format:
```
43
Properties=species:S:1:pos:R:3:forces:R:3
C -1.0588 2.1780 -0.3383 0.42 -0.12 0.20
C 0.5225 1.7978 -0.5960 -0.26 0.67 -0.12
O 0.6425 0.3773 -1.0519 0.45 1.22 2.92
C 0.7905 -0.3857 0.2042 0.17 -1.84 0.61
C 0.9801 -2.0265 -0.0551 0.25 1.64 -0.90
O 1.5242 -2.5642 1.2188 -3.13 -0.43 -0.87
C 0.3265 -3.1477 1.9042 -0.10 -0.01 -2.07
S 0.8478 -3.9530 3.5134 0.97 -6.62 2.05
O -0.3734 -4.6720 4.2090 3.02 3.73 -2.45
O 1.8249 -5.1270 3.1157 -2.66 4.70 0.84
N 1.7526 -2.9250 4.5972 -3.39 1.76 -1.78
S 1.0999 -1.3073 4.6826 7.75 2.81 -0.35
O 1.9223 -0.5694 5.8098 -3.40 -2.96 -2.90
O 1.3003 -0.4553 3.3977 -2.01 -3.08 3.46
P -0.9578 -1.1868 5.2777 -6.37 1.95 -0.79
O -1.8815 -0.9353 4.0199 3.18 -1.49 3.93
O -1.4931 -2.4987 6.3141 0.48 2.65 -2.33
O -1.0910 0.2783 6.2733 1.29 -2.38 -1.90
H -1.1636 3.3625 -0.3874 0.05 -2.58 0.10
H -1.7364 1.6486 -1.1653 1.52 1.28 2.29
H -1.3503 1.8062 0.7438 0.48 0.80 -2.26
H 1.0991 2.0002 0.4144 -1.01 -0.70 -2.00
H 1.0503 2.4748 -1.4103 -1.35 -1.46 1.54
H -0.1859 -0.2877 0.8526 2.02 0.08 -1.03
H 1.7567 -0.0733 0.8301 -2.23 -0.49 -1.39
H 1.7191 -2.2009 -0.9736 -1.30 0.29 2.26
H -0.0453 -2.4988 -0.3657 1.88 0.73 0.74
H -0.5541 -2.3805 1.9895 1.78 -1.29 0.39
H -0.0269 -4.0324 1.1862 0.62 1.51 2.08
H -2.2886 -2.9420 5.8869 1.53 0.88 0.25
H -0.5387 1.0108 5.8674 -0.66 -1.45 0.46
F -0.9465 2.4111 -2.8599 0.00 0.21 -0.87
C -0.6594 2.4237 -4.1683 0.21 0.00 -0.90
C -1.5265 1.8092 -5.0651 -0.03 0.00 0.01
C -1.2306 1.8265 -6.4280 0.36 0.24 0.23
C -0.0640 2.4494 -6.8784 -0.05 -0.02 0.03
C 0.8027 3.0590 -5.9699 -0.38 -0.20 0.05
C 0.5008 3.0512 -4.6084 0.00 0.01 0.04
H -2.4237 1.3231 -4.6960 0.11 0.06 0.01
H -1.9060 1.3558 -7.1380 0.11 0.06 0.16
H 0.1687 2.4588 -7.9411 -0.04 0.00 0.20
H 1.7121 3.5396 -6.3223 -0.16 -0.07 0.10
H 1.1587 3.5279 -3.8894 -0.08 -0.08 -0.03
```
Positions in Å, forces in eV/Å.

Output
Kohn-Sham gap   8.54 eV
Total charge   -1
LUMO energy   2.3 eV

Atomic partial charges in e from the Mulliken method, atoms 1 to 8: -0.923, -0.087, -0.399, -0.128, -0.442, -0.340, -0.521, 0.998

---

Max |F|, respectively: 0.03567; 0.16043 Eh/bohr.